[1]
{"formula": "C6H7BrS", "method": "ωB97M-V/def2-TZVPD", "species": ["S", "C", "H", "H", "C", "H", "H", "C", "H", "Br", "C", "H", "C", "C", "H"], "xyz": [[-2.070, 1.240, -2.641], [-1.822, -0.098, -0.141], [1.455, 0.919, -1.239], [0.264, 0.426, 1.414], [-1.907, 0.567, -1.260], [-0.814, -1.530, 0.805], [-2.609, -0.038, 0.622], [-0.601, -0.862, 0.063], [0.641, 2.884, -1.202], [-0.926, 2.804, 0.897], [0.636, -0.036, 0.524], [1.331, -0.809, 0.638], [0.273, 2.250, -0.396], [0.863, 1.084, -0.441], [-0.316, -1.395, -0.907]], "mulliken_charge": [-0.351, -0.225, 0.429, 0.321, -0.002, 0.385, 0.330, -0.438, 0.405, -0.128, -0.696, 0.377, -0.495, -0.237, 0.325], "smiles": "S=C=CCC/C=C\\Br", "de_lowest_kcal_mol": 32.1, "orbital_gap_ev": 8.083, "charge": 0, "fmax_ha_per_bohr": 0.06887, "e_tot_ev": -87210.34449}


[2]
{"formula": "C6H7BrSi", "method": "ωB97M-V/def2-TZVPD", "species": ["C", "H", "H", "C", "Si", "C", "C", "H", "H", "C", "C", "H", "Br", "H", "H"], "xyz": [[1.132, -0.080, 1.320], [-0.494, -1.710, -1.396], [2.151, -0.098, 1.139], [0.939, 0.986, -1.690], [0.010, 0.360, -0.235], [-1.087, -1.111, -0.674], [1.742, 0.982, -2.608], [0.978, -1.116, 1.572], [0.932, 0.333, 2.255], [-2.005, 0.779, 1.683], [-2.444, -0.030, 2.437], [-1.158, -1.683, 0.269], [-1.250, 2.232, 0.400], [2.557, 1.162, -3.253], [-2.002, -1.005, -1.220]], "mulliken_charge": [-1.292, 0.308, 0.449, -0.901, 0.747, -0.999, 0.254, 0.361, 0.417, -0.429, 0.005, 0.288, 0.003, 0.411, 0.378], "de_lowest_kcal_mol": 167.1, "orbital_gap_ev": 8.258, "charge": 0, "fmax_ha_per_bohr": 0.15887, "e_tot_ev": -84248.10739}


[3]
{"formula": "C6H7CdF6GaO6P", "method": "ωB97M-V/def2-TZVPD", "species": ["C", "C", "F", "H", "C", "H", "H", "O", "H", "Cd", "F", "O", "F", "P", "O", "C", "H", "C", "F", "O", "C", "H", "H", "Ga", "O", "F", "F", "O"], "xyz": [[3.451, 0.367, 0.441], [4.299, -0.700, -0.288], [1.287, -0.769, -0.820], [4.815, -2.475, -0.084], [2.497, 1.175, -0.479], [-1.466, -1.185, 2.323], [-3.118, -0.690, -1.925], [4.133, -1.881, 0.279], [-1.213, -1.799, -0.230], [0.814, 4.157, 0.193], [4.294, 1.253, 1.007], [5.004, -0.400, -1.204], [2.661, -0.160, 1.408], [-4.365, -0.764, -0.180], [-5.749, -0.351, 0.078], [-3.180, 0.416, 0.447], [-4.750, -2.528, 0.928], [-0.003, 0.847, 0.444], [0.511, 1.019, -1.811], [-4.027, -0.939, -1.722], [1.072, 0.532, -0.692], [-3.056, 1.184, -0.310], [-3.618, 0.851, 1.338], [-1.511, -0.675, 0.852], [-3.975, -2.149, 0.491], [2.253, 2.363, 0.156], [3.021, 1.408, -1.667], [-0.083, 1.893, 1.027]], "mulliken_charge": [0.982, 0.171, -0.244, 0.396, 0.471, -0.207, 0.329, -0.380, -0.193, 0.812, -0.284, -0.459, -0.256, 0.913, -0.628, -0.877, 0.347, 0.300, -0.257, -0.485, 0.524, 0.457, 0.400, 0.488, -0.485, -0.238, -0.230, -0.367], "orbital_gap_ev": 3.544, "charge": 1, "fmax_ha_per_bohr": 0.03505, "e_tot_ev": -101143.92864}


[4]
{"formula": "C6H7CdLiO7", "method": "ωB97M-V/def2-TZVPD", "species": ["H", "C", "O", "O", "Li", "C", "C", "H", "C", "C", "C", "H", "O", "H", "Cd", "H", "O", "H", "O", "H", "O", "O"], "xyz": [[3.440, -2.207, 0.381], [3.202, -1.397, -0.307], [-1.173, -0.428, 0.433], [-0.112, 0.751, -2.073], [1.449, -0.515, -2.443], [-1.451, 0.260, -1.844], [-1.643, 0.606, -0.377], [2.829, 0.774, -0.384], [0.153, 1.734, -1.168], [2.721, -0.127, 0.221], [-1.486, -0.488, 1.856], [3.706, -1.415, -1.275], [-0.501, -1.102, 2.363], [-2.652, 0.876, -0.054], [0.250, -1.954, 0.723], [-1.487, -0.812, -2.055], [-0.799, 1.746, -0.237], [2.690, 0.008, 1.301], [1.124, 2.420, -1.199], [-2.146, 0.795, -2.499], [-2.393, 0.164, 2.284], [1.763, -1.114, -0.425]], "mulliken_charge": [0.268, -0.261, -0.408, -0.462, 0.950, -0.513, 0.327, 0.274, 0.540, -0.064, 0.913, 0.238, -0.615, 0.507, 1.185, 0.227, -0.303, 0.271, -0.457, 0.349, -0.412, -0.556], "de_lowest_kcal_mol": 0.0, "orbital_gap_ev": 7.971, "charge": 2, "fmax_ha_per_bohr": 0.07732, "e_tot_ev": -25418.83069}